Model w:
Computed, not measured: a cluster of 2 separate species, C2H3NO3 in total, with ωB97M-V/def2-TZVPD.

Values from the calculation:
HOMO-LUMO gap in eV: 11.1
2S+1: 1
SMILES: N=C=O.O=CO

Last column: Löwdin charge in e.
Element x y z (Å)
N  0.9940  0.0957  -0.6512  0.178
C  1.6873  0.8994  -0.0614  -0.370
O  2.0553  1.6529  0.7337  0.187
H  1.0868  -0.1718  -1.5741  0.071
O  -0.7978  0.3743  1.1473  0.039
C  -1.3680  -0.2045  0.2676  -0.486
O  -1.0699  -1.3781  -0.1546  0.096
H  -2.2130  0.3714  -0.1824  0.153
H  -0.3748  -1.6392  0.4751  0.134

Model x:
Computed, not measured: a cluster of 2 separate species, C2H3NO3 in total, with ωB97M-V/def2-TZVPD.

Values from the calculation:
HOMO-LUMO gap in eV: 10.5
2S+1: 1
SMILES: O=[N+]([O-])O.C#C

Last column: Löwdin charge in e.
Element x y z (Å)
O  -3.1250  -0.0943  -0.7992  0.145
N  -2.3748  -0.0080  0.1057  -0.432
O  -1.6050  -0.8296  0.5660  0.032
O  -2.3907  1.2780  0.5702  0.141
H  -1.7668  1.6106  1.1433  0.087
C  0.9492  -0.2614  -0.7112  0.057
C  0.5452  -1.1620  -0.0221  0.015
H  1.1573  0.3855  -1.3991  -0.039
H  0.2580  -1.8643  0.6170  -0.006

Model y:
Computed, not measured: a cluster of 2 separate species, C2H3NO3 in total, with ωB97M-V/def2-TZVPD.

Values from the calculation:
HOMO-LUMO gap in eV: 5.0
2S+1: 1

Last column: Löwdin charge in e.
Element x y z (Å)
O  1.0414  2.7899  -0.4150  -0.234
C  0.8933  0.4660  0.0630  0.152
N  0.7436  -0.8260  -0.0846  0.320
C  -0.6351  -1.0935  0.1215  -0.789
O  -1.4167  -0.5741  -0.6847  0.168
O  -0.9025  -1.8057  1.0762  0.152
H  1.5060  0.8453  0.8848  0.146
H  1.1059  3.7078  -0.7094  -0.015
H  0.4223  1.2534  -0.6066  0.100

Model z:
Computed, not measured: an isolated molecule of C2H3NO3, with ωB97M-V/def2-TZVPD.

Values from the calculation:
HOMO-LUMO gap (spin up / spin down) in eV: 7.8 / 8.5
2S+1: 1

Last column: Löwdin charge in e.
Element x y z (Å)
C  -0.8054  -0.6715  -1.5131  0.032
C  0.1981  0.5432  0.2240  -0.056
N  0.7145  0.2911  1.5545  -0.429
O  0.8272  -0.8675  1.8813  0.070
O  0.9851  1.2438  2.2490  0.055
O  -0.4168  -0.4715  -0.3086  -0.001
H  -1.5051  -1.5633  -1.7114  0.125
H  -0.5808  -0.0247  -2.2580  0.047
H  0.5831  1.5204  -0.1178  0.157

Which of them is most stable? Easy: model w.

Model w:
Computed, not measured: an isolated molecule of C2H3NO3, with ωB97M-V/def2-TZVPD.

Values from the calculation:
HOMO-LUMO gap in eV: 8.8
2S+1: 1
SMILES: O=CC(=O)NO

Last column: Löwdin charge in e.
Element x y z (Å)
O  2.3613  0.2332  0.1744  0.028
C  1.4421  -0.5990  -0.1975  -0.041
C  0.0301  0.0241  -0.0888  -0.501
O  -0.2525  1.1691  -0.0341  0.106
N  -1.0060  -0.7644  -0.0021  0.021
O  -2.1543  -0.0081  0.0769  -0.065
H  1.5339  -1.7541  -0.1698  0.146
H  -1.2502  -1.5657  0.4607  0.132
H  -1.7101  0.9664  -0.2967  0.174

Model x:
Computed, not measured: an isolated molecule of C2H3NO3, with ωB97M-V/def2-TZVPD.

Values from the calculation:
HOMO-LUMO gap in eV: 12.0
2S+1: 1
SMILES: N#CC(O)(O)O

Last column: Löwdin charge in e.
Element x y z (Å)
N  2.7426  -0.2071  0.0147  0.122
C  1.6343  -0.0462  0.1895  -0.076
C  -0.0503  0.0408  0.1661  -0.705
O  -0.5176  -0.9331  1.0393  0.035
O  -0.3954  -0.3790  -1.0956  0.022
O  -0.4334  1.3241  0.4242  0.049
H  -1.0209  -1.6099  0.4252  0.181
H  -0.4976  0.4344  -1.7226  0.183
H  -1.4618  1.3760  0.5592  0.189

Model y:
Computed, not measured: a cluster of 2 separate species, C2H3NO3 in total, with ωB97M-V/def2-TZVPD.

Values from the calculation:
HOMO-LUMO gap in eV: 9.5
2S+1: 1
SMILES: C=C=O.O=NO

Last column: Löwdin charge in e.
Element x y z (Å)
C  1.7108  -1.0618  0.2922  0.012
C  1.6482  0.1830  -0.0377  -0.287
O  1.7439  1.3327  -0.2115  0.155
H  1.4022  -1.4228  1.1569  0.004
H  1.9079  -1.7828  -0.5895  0.115
O  -1.9735  -0.8174  -0.2740  0.028
N  -2.3284  0.2136  0.2058  -0.114
O  -2.1535  1.3275  -0.5896  -0.011
H  -1.9577  2.0280  0.0474  0.098

Which of them is most stable? Easy: model x.

Model w:
Computed, not measured: a cluster of 2 separate species, C2H3NO3 in total, with ωB97M-V/def2-TZVPD.

Values from the calculation:
HOMO-LUMO gap (spin up / spin down) in eV: 10.0 / 10.0
2S+1: 1

Last column: Löwdin charge in e.
Element x y z (Å)
C  -0.7167  1.1035  -0.2687  -0.138
C  0.3181  0.1149  -0.3501  -0.419
N  -1.6045  1.8405  -0.3063  0.204
O  1.5771  0.2566  0.2837  0.100
O  0.2767  -0.6161  -1.4180  0.155
O  -0.4638  -0.7794  1.2286  -0.149
H  1.4748  0.9082  0.9768  0.114
H  0.3819  -1.5728  -1.2853  0.166
H  -1.2437  -1.2554  1.1392  -0.033

Model x:
Computed, not measured: an isolated molecule of C2H3NO3, with ωB97M-V/def2-TZVPD.

Values from the calculation:
HOMO-LUMO gap in eV: 12.1
2S+1: 1
SMILES: N#CC(O)(O)O

Last column: Löwdin charge in e.
Element x y z (Å)
N  0.5093  -1.1317  2.2665  0.192
C  0.5594  -0.5721  1.2749  -0.093
C  0.2479  0.0551  -0.0211  -0.712
O  -1.1220  0.2096  -0.2587  0.068
O  0.6869  -0.7523  -1.0734  0.048
O  0.7662  1.3218  0.0675  0.053
H  -1.6484  -0.5481  -0.3222  0.091
H  -0.1451  -0.6721  -1.6802  0.164
H  0.1459  2.0897  -0.2534  0.188

Which of them is most stable? Easy: model x.